ORCA calculation (ωB97M-V with the def2-TZVPD basis set) on a structure of composition C34H33N8NaO2S in a non-equilibrium geometry.

As for the HOMO energy: -0.24231 hartree. The max |F| is 0.1072 hartree/bohr. For the energy above the lowest of the compared OMol25 structures with the same formula, charge and spin, the calculation gives 0.0000 eV. The total energy is -2464.4611 a.u.

XYZ file:
```
79
Properties=species:S:1:pos:R:3:forces:R:3:mulliken_charge:R:1
Na -1.9307 -0.3404 -1.4899 0.08 -0.42 -0.27 0.89
C 7.6983 -0.2214 8.9582 -0.69 -0.34 -0.20 -0.80
O 7.9051 -0.2400 7.5300 0.39 0.15 1.04 -0.46
C 6.8434 -0.2393 6.7099 -1.13 -0.32 -0.38 0.85
C 7.1051 -0.1615 5.3343 0.18 -0.27 0.28 -0.62
C 6.0766 -0.2162 4.4099 0.20 0.20 0.28 -0.48
C 4.7431 -0.3015 4.8316 0.82 0.24 0.99 0.48
C 4.4847 -0.3243 6.2063 -0.15 -0.07 -0.29 -0.70
C 5.5089 -0.3505 7.1360 0.50 0.47 0.75 -0.56
C 3.7070 -0.3422 3.8439 -1.08 0.18 -1.99 0.23
N 3.9333 -0.3694 2.5150 -1.94 -0.12 1.58 -0.75
C 2.6499 -0.4460 1.9796 -0.19 -0.51 1.80 0.52
C 1.6381 -0.5197 2.9909 2.80 0.91 -0.93 0.19
N 2.3540 -0.3674 4.1540 1.53 -0.43 -0.20 -0.01
C 0.2605 -0.4965 2.7552 -1.23 -0.01 -0.82 0.53
C -0.7663 -0.5033 3.7419 0.53 0.21 -0.70 -0.68
C -2.0744 -0.4028 3.3253 0.03 0.24 -0.26 -0.88
C -2.3358 -0.3094 1.9514 0.84 -0.41 0.02 -0.66
N -1.3901 -0.3431 1.0199 -0.69 0.10 -0.19 0.06
C -0.1086 -0.4249 1.3638 0.65 -0.14 0.65 -0.17
C 0.9250 -0.4117 0.2791 0.39 0.04 0.68 -0.29
N 0.5066 -0.3231 -0.9868 0.12 0.12 -0.18 -0.07
C 1.3968 -0.2488 -1.9771 -0.58 -0.08 0.27 -0.16
C 2.7771 -0.2434 -1.7734 -0.06 0.05 1.22 -1.00
C 3.2320 -0.3202 -0.4572 -0.45 -0.29 -0.44 -0.46
C 2.3159 -0.4390 0.6092 -1.15 0.39 -1.33 0.69
H 8.6767 -0.1055 9.4101 0.10 0.05 -0.12 0.25
H 7.2627 -1.1857 9.3227 0.22 0.71 -0.40 0.32
H 7.0471 0.6229 9.2757 0.37 -0.48 -0.31 0.33
H 8.1557 -0.1240 5.0564 -0.23 0.12 -0.21 0.39
H 6.2817 -0.1407 3.3480 0.00 -0.14 0.11 0.48
H 3.4607 -0.3001 6.5774 0.19 -0.21 -0.03 0.19
H 5.2825 -0.3721 8.2143 0.04 -0.05 -0.73 0.34
H 2.0403 -0.1998 5.0852 -0.46 -0.15 0.22 0.19
H -0.5028 -0.5431 4.7946 -0.07 -0.06 -0.09 0.36
H -2.9192 -0.3377 4.0004 0.20 -0.16 0.15 0.42
H -3.3479 -0.2703 1.6020 -0.41 0.17 -0.22 0.57
H 0.9565 -0.1994 -2.9682 -0.03 -0.03 -0.04 0.21
H 3.4339 -0.1490 -2.6273 0.12 -0.06 0.14 0.45
H 4.2782 -0.3309 -0.2197 0.37 0.08 0.03 0.56
C -2.1310 1.0838 -6.8679 -0.38 -0.16 0.52 -1.46
C -1.5007 -0.2897 -6.5493 0.27 0.33 -1.07 2.51
C -2.4101 -1.4009 -7.0982 -0.22 -0.45 0.31 -1.59
C -0.1073 -0.3495 -7.2480 -0.02 -0.59 0.54 -1.55
C -1.3306 -0.4793 -5.1342 0.27 -0.80 5.45 0.43
C -1.2477 -0.7019 -3.8732 -0.43 0.93 -4.02 -2.28
H -2.2506 1.1416 -7.9478 -0.05 0.33 -0.16 0.38
H -1.5072 1.9052 -6.4897 -0.06 -0.23 -0.23 0.37
H -3.1262 1.1864 -6.3852 0.52 -0.16 -0.28 0.29
H -2.4574 -1.3376 -8.1865 -0.07 -0.09 -0.11 0.43
H -3.4466 -1.3228 -6.6929 0.76 0.01 -0.20 0.33
H -1.9984 -2.3895 -6.8015 -0.28 0.55 -0.26 0.33
H -0.1863 -0.3148 -8.3370 -0.03 0.23 0.00 0.37
H 0.3975 -1.2931 -6.9826 -0.26 0.21 -0.10 0.36
H 0.5423 0.4438 -6.8596 -0.22 0.02 -0.25 0.38
S -4.5577 -4.1908 -2.6739 0.39 0.39 0.65 -0.18
C -4.4330 -4.4427 -0.9726 0.76 -0.02 1.04 -0.30
C -3.4087 -3.6698 -0.4544 -1.18 0.10 -1.19 -0.54
N -2.8170 -2.8287 -1.3538 -0.20 -0.20 -1.22 -0.12
C -3.3002 -3.0067 -2.5712 0.19 -0.38 1.60 0.05
H -5.0379 -5.1370 -0.3726 0.26 0.35 -0.72 0.39
H -3.0692 -3.5770 0.5557 -0.15 -0.33 0.49 0.44
H -2.8772 -2.4715 -3.3946 0.00 0.31 -0.64 0.14
C -6.2666 2.3677 -2.6081 -0.24 -0.07 -0.44 -0.89
N -5.0530 2.6326 -1.8532 0.31 0.77 0.29 0.14
C -4.6196 3.9243 -1.6550 0.89 -1.27 0.57 0.00
C -3.4199 4.1461 -1.0367 0.04 -0.16 -0.21 -1.07
C -2.5891 2.9920 -0.6908 -1.97 0.31 -0.49 0.85
N -3.0381 1.7724 -0.8905 -0.34 -0.40 -0.15 -0.03
C -4.2620 1.5191 -1.4732 0.20 0.50 -0.65 0.17
O -4.6695 0.4049 -1.7643 0.37 0.21 0.53 -0.63
N -1.3800 3.1230 -0.1440 0.51 -0.07 0.34 -0.35
H -6.8697 3.2822 -2.6055 0.10 -0.20 -0.08 0.32
H -6.8496 1.5528 -2.1517 0.41 0.31 -0.21 0.29
H -5.9992 2.1003 -3.6513 -0.29 0.02 0.59 0.26
H -5.2711 4.7164 -2.0126 0.12 -0.13 0.15 0.34
H -3.0834 5.1556 -0.8408 0.00 -0.06 -0.08 0.33
H -1.0137 4.0340 0.0881 0.02 -0.37 -0.03 0.20
H -0.9164 2.2606 0.1480 -0.10 0.60 -0.17 0.16
```
Forces are in eV/Å.

=====

ORCA calculation (ωB97M-V with the def2-TZVPD basis set) on an isolated molecule of C5H11NO2 in a non-equilibrium geometry.

As for the HOMO energy: -0.32924 hartree. As for the structure (SMILES): NCCOC1(O)CC1. The max |F| is 0.0663 hartree/bohr. For the energy above the lowest of the compared OMol25 structures with the same formula, charge and spin, the calculation gives 3.2771 eV. The total energy is -402.2577 a.u.

XYZ file:
```
19
Properties=species:S:1:pos:R:3:forces:R:3:nbo_charge:R:1
C 0.3706 0.6477 -1.1021 -0.17 -2.76 0.07 0.50
C -0.2112 1.6097 -0.1843 -1.36 -1.42 2.31 -0.54
C 0.7999 -1.4055 0.2637 0.37 0.29 0.34 -0.08
C -0.8115 1.4188 -1.5723 0.05 -0.27 -0.07 -0.46
C 0.1899 -1.0316 1.6412 -0.11 0.25 -0.15 -0.25
N -1.1660 -0.5156 1.4152 -0.40 -1.46 -0.22 -0.83
O 1.6328 0.7881 -1.6256 0.04 0.03 0.06 -0.70
O 0.0878 -0.8659 -0.8233 0.12 2.48 -0.85 -0.58
H 1.6952 0.2204 -2.4059 -0.09 0.12 0.05 0.48
H -1.5086 -1.0480 0.5951 -0.28 0.60 0.82 0.39
H 0.3379 2.5021 0.0736 0.01 0.11 -0.09 0.22
H -1.7651 -0.6431 2.2225 -0.01 -0.17 -0.14 0.37
H -0.8263 0.9542 0.6903 1.53 2.22 -2.09 0.31
H 0.7698 -2.4928 0.1388 0.02 0.15 -0.08 0.18
H 1.8447 -1.0719 0.2367 -0.05 -0.19 -0.02 0.18
H -0.6435 2.1766 -2.3275 0.12 -0.05 0.03 0.22
H -1.7651 0.9111 -1.6369 0.00 -0.01 0.02 0.22
H 0.7694 -0.2362 2.1131 0.12 -0.09 0.07 0.18
H 0.1991 -1.9181 2.2878 0.10 0.17 -0.02 0.18
```
Forces are in eV/Å.

=====

ORCA calculation (ωB97M-V with the def2-TZVPD basis set) on an isolated molecule of C23H19ClFN3O in a non-equilibrium geometry.

As for the HOMO energy: -0.27583 hartree. As for the structure (SMILES): Fc1ccccc1COc1c2cnc3c(c2nn1-c1ccc(Cl)cc1)CCCC3. The max |F| is 0.1073 hartree/bohr. For the energy above the lowest of the compared OMol25 structures with the same formula, charge and spin, the calculation gives 2.6364 eV. The total energy is -1687.2895 a.u.

XYZ file:
```
48
Properties=species:S:1:pos:R:3:forces:R:3:nbo_charge:R:1
F 0.8189 0.6422 -4.1872 0.19 -0.08 0.85 -0.31
Cl 7.0380 -0.0605 -1.8832 1.02 -0.32 -0.51 0.02
N 1.1803 -0.9379 1.4213 0.88 1.35 0.66 -0.30
N -2.4510 0.7507 2.2902 1.80 -0.88 -1.85 -0.43
O 0.0551 1.0954 -1.3697 1.68 -0.54 0.63 -0.51
C 0.3734 0.4764 -0.1642 1.14 1.14 -0.94 0.50
C -1.9605 -0.2526 3.0616 2.63 -1.87 0.14 0.22
C -1.9076 2.2333 -5.8339 0.08 0.55 1.12 -0.19
C -2.8702 2.3637 -4.8732 1.76 -2.12 2.42 -0.21
C -0.6235 1.7320 -5.5836 -0.75 0.32 0.25 -0.28
C 5.1195 -1.1683 -0.3481 -0.98 -0.51 -0.47 -0.21
C 4.5477 0.7635 -1.7292 -3.58 -0.71 2.61 -0.20
C 3.8222 -1.2065 0.2489 1.33 0.78 -1.01 -0.20
C 3.2215 0.8106 -1.0706 3.41 -1.54 -0.14 -0.20
C -2.6003 1.7681 -3.5807 -1.38 2.15 -2.04 -0.17
C -0.3681 1.2345 -4.3346 -1.44 0.10 -0.09 0.43
C 5.4346 -0.2173 -1.3392 -0.73 0.17 1.22 -0.08
C 2.9018 -0.1942 -0.0680 -0.46 1.64 -2.90 0.13
C -1.3680 1.2526 -3.3016 1.54 -1.20 -0.82 -0.15
C -0.6971 -0.9654 2.8428 -3.84 2.74 0.78 -0.05
C -1.7305 0.9689 1.1646 -4.86 2.49 0.80 0.08
C -0.0218 -0.4615 1.7415 1.34 -2.69 1.79 0.15
C -0.5501 0.4527 0.8422 1.96 -2.20 0.61 -0.28
N 1.5378 -0.1720 0.3805 -1.42 0.03 -2.64 -0.16
C -1.1476 0.5455 -2.0163 1.73 -1.01 0.34 -0.06
C -2.8946 -0.7957 4.0905 1.82 0.12 0.98 -0.45
C -0.1689 -1.9465 3.8417 -0.85 -0.44 -0.45 -0.43
C -2.1958 -1.5567 5.2888 -0.67 1.78 0.21 -0.40
C -1.3400 -2.5911 4.6497 1.64 -1.90 0.12 -0.39
H -2.2426 2.7074 -6.6902 0.38 0.58 -2.29 0.21
H -3.7642 2.8908 -5.0614 -0.93 0.24 -0.17 0.21
H 0.1800 1.7871 -6.2928 0.06 -0.22 -0.37 0.23
H 5.8517 -1.9937 -0.2024 -0.69 0.84 0.29 0.23
H 4.7773 1.5351 -2.4175 0.36 0.43 -0.56 0.23
H 3.5980 -2.0116 0.9236 -0.30 0.01 0.20 0.25
H 2.6641 1.6867 -1.3778 -0.72 -0.44 0.43 0.24
H -3.4461 1.8975 -2.9039 0.64 -0.54 0.50 0.22
H -2.2232 1.6280 0.4560 0.02 0.38 0.19 0.18
H -1.9791 0.7954 -1.4159 -0.93 -0.23 0.86 0.19
H -0.9906 -0.5814 -2.0756 -0.38 1.38 -0.20 0.20
H -3.5748 -0.0333 4.3207 -0.80 1.30 1.05 0.23
H -3.4927 -1.4235 3.4892 -0.85 -1.56 -0.29 0.21
H 0.4751 -1.3563 4.5304 0.03 -0.80 -0.35 0.22
H 0.3628 -2.7548 3.2822 0.04 0.75 0.73 0.23
H -1.5441 -0.9084 5.9451 -0.72 -0.12 -0.89 0.20
H -2.9887 -1.8996 5.9697 0.30 -0.40 -0.31 0.22
H -2.0097 -3.1893 4.0066 0.56 0.04 -0.08 0.20
H -0.8084 -3.3399 5.3330 -1.05 1.04 -0.44 0.21
```
Forces are in eV/Å.

=====

ORCA calculation (ωB97M-V with the def2-TZVPD basis set) on the ion C4H9N2O with charge +1 in a non-equilibrium geometry.

As for the HOMO energy: -0.50051 hartree. As for the structure (SMILES): CC1(N=O)C[NH2+]C1. The max |F| is 0.0936 hartree/bohr. For the energy above the lowest of the compared OMol25 structures with the same formula, charge and spin, the calculation gives 5.2280 eV. As for the total charge: +1. The total energy is -342.1651 a.u.

XYZ file:
```
16
Properties=species:S:1:pos:R:3:forces:R:3:nbo_charge:R:1
C -0.3464 1.0252 0.2729 0.32 0.75 -0.46 -0.21
C -0.7443 -0.8789 -0.5198 1.40 0.20 -0.40 -0.23
C 0.6515 -0.0940 -0.1820 -4.42 -1.64 0.98 0.01
C 1.5756 -0.5192 0.9649 -0.72 0.67 -1.62 -0.62
N 1.2996 0.3656 -1.4339 1.75 0.39 0.49 0.19
N -1.6012 0.3023 -0.0304 0.08 -1.99 0.82 -0.52
O 0.6572 0.3033 -2.4218 -0.57 -0.12 -0.28 -0.23
H -0.4862 1.2819 1.2964 1.12 0.41 0.90 0.24
H -0.2395 1.8925 -0.3442 -0.13 0.76 -0.18 0.24
H -0.7998 -0.9433 -1.5960 -0.40 -0.40 -0.17 0.26
H -0.9412 -1.8022 0.0286 -0.09 0.28 -0.20 0.25
H 2.4505 -1.0262 0.6291 0.86 0.10 -0.28 0.26
H 1.1739 -1.1058 1.7625 -0.92 -0.38 0.21 0.24
H 1.6824 0.4746 1.3150 1.69 0.65 1.20 0.23
H -2.0149 -0.0350 0.8574 -0.20 0.64 -0.73 0.44
H -2.3172 0.7591 -0.5985 0.23 -0.33 -0.27 0.45
```
Forces are in eV/Å.

=====

Among the records above, which one has the highest energy above the lowest of the compared OMol25 structures with the same formula, charge and spin? C4H9N2O